Record 1
Below is a cluster of 3 separate species, C3H11O4 in total in a non-equilibrium geometry, with properties calculated with wB97M-V/def2-TZVPD.

The HOMO-LUMO gap is 8.74 eV. As for the net charge: -1. The value obtained for the HOMO energy is -4.8659 eV. The calculation puts the energy above the lowest of the compared OMol25 structures with the same formula, charge and spin at 24.8 kcal/mol. The value obtained for the electronic energy is -11479.70492 eV. The molecular weight comes out at 111.117 g mol⁻¹.

Positions of all 18 atoms, in Å:
C  -0.674995  -0.992141  -1.272730
O  -1.534427  -0.221488  -0.450677
C  0.830440  -0.683183  -1.122854
C  1.518201  -1.332426  0.148788
O  1.896814  -0.287465  1.069155
H  -0.846207  -2.050603  -1.020039
H  -1.000714  -0.700703  -2.285399
H  0.916897  0.406946  -1.174046
H  1.332794  -1.175540  -1.947481
H  1.055168  -2.064627  0.822210
H  2.459621  -1.655037  -0.270296
H  1.114542  0.306317  1.243586
H  -1.143272  0.290140  0.342556
H  -1.044819  0.495238  2.414839
O  -0.752683  0.994375  1.631971
H  -1.305925  2.252800  1.118684
H  -1.237469  3.184970  -0.076284
O  -1.583973  3.232433  0.828013

Atomic forces in eV per Å
C -0.2382 1.1533 0.8523
O -0.0717 -0.1634 -0.4414
C -1.4063 -1.6348 0.9355
C 0.3280 3.0268 0.2522
O -0.2121 0.5399 0.0420
H 0.0205 -0.0507 -0.5883
H 0.2726 -0.7818 -0.0962
H 0.5428 -0.2471 0.2691
H 0.0818 0.2738 -0.5897
H -0.5954 -0.4025 -1.1793
H 0.3889 -0.7688 0.4070
H 0.1744 -0.6663 -0.0157
H 0.1904 -0.4650 0.2891
H 0.0562 0.4492 -0.6200
O 0.6492 -0.7927 0.2746
H -0.4107 1.1787 0.6686
H -0.2764 0.4057 0.1675
O 0.5061 -1.0544 -0.6274

Here are the Mulliken charges for atoms 1 to 2, given in e: atom 1 (C): -0.3696, atom 2 (O): -0.5680

***

Record 2
Below is a structure of composition C3H12BrMnO3 in a non-equilibrium geometry, with properties calculated with wB97M-V/def2-TZVPD.

The HOMO-LUMO gap (spin up / spin down) is 3.11 / 3.56 eV. As for the net charge: +1. The value obtained for the HOMO energy (spin up / spin down) is -12.0955 / -12.0955 eV. The calculation puts the energy above the lowest of the compared OMol25 structures with the same formula, charge and spin at 69.2 kcal/mol. As for the multiplicity: 6. The value obtained for the electronic energy is -110797.61349 eV. The molecular weight comes out at 230.968 g mol⁻¹.

Positions of all 20 atoms, in Å:
Mn  4.278285  27.807010  5.348744
Br  2.753472  30.841768  3.617469
C  -1.613238  31.379113  0.446452
O  -1.547081  30.910360  1.814672
H  -2.484482  30.909602  -0.010265
H  -1.572768  32.459955  0.311382
H  -0.745639  30.914029  -0.021597
H  -0.609420  30.854619  2.012887
C  6.343507  34.054721  2.189784
O  5.332164  34.645261  2.941238
H  7.259795  34.336460  2.708594
H  6.140387  32.986212  2.118100
H  6.315807  34.405208  1.158038
H  4.586833  34.043918  2.874376
C  6.783532  31.145118  6.480875
O  6.482079  29.767017  6.593980
H  7.159135  31.498007  7.441337
H  7.546886  31.277028  5.714072
H  5.872345  31.681118  6.215277
H  7.135459  29.438521  7.215894

Atomic forces in eV per Å
Mn -0.1837 2.0476 -0.5329
Br 0.7064 -1.4399 0.8000
C 0.6158 -1.4121 0.3746
O -0.1789 0.6403 -0.3234
H -0.1261 0.4328 0.0665
H -0.2243 -0.0169 0.2672
H 0.0173 0.3300 -0.6257
H -0.0831 0.0190 0.2472
C 0.1627 -0.1063 -0.4124
O -1.2499 0.1849 0.6039
H 0.3198 -0.4858 -0.4931
H 0.7042 -0.3065 0.2264
H 0.3655 0.2949 -0.0913
H -0.3074 0.3860 0.1803
C 0.0608 0.8325 -0.2786
O -0.5431 -1.4084 0.1090
H -0.0849 0.2376 -0.0933
H -0.0572 0.2402 -0.0085
H 0.1572 0.0162 0.0009
H -0.0710 -0.4863 -0.0166

Here are the Mulliken charges for atoms 1 to 2, given in e: atom 1 (Mn): 1.2262, atom 2 (Br): -0.2681